(1)
DFT (ωB97M-V/def2-TZVPD) results for an isolated molecule of C2H6N2OS in a non-equilibrium geometry.

```
12
Properties=species:S:1:pos:R:3
N -1.94368 -1.09083 0.00319
N -0.61698 -0.77711 0.04912
C -0.28890 0.53485 0.03541
O -1.06332 1.44517 -0.20896
C 1.20548 0.86562 0.26316
S 2.39081 -0.46023 -0.02747
H -2.35429 -0.43045 -0.63148
H -2.40267 -0.94429 0.88350
H 0.06460 -1.51712 0.02444
H 1.40986 1.74514 -0.33325
H 1.37185 1.15939 1.28825
H 2.22726 -0.53013 -1.34590
```

Output
E_LUMO in eV: 0.7455
HOMO energy in hartree: -0.3454
Charge: 0
SMILES: NNC(=O)CS
ΔE to the lowest compared entry with this formula, charge and spin in kcal/mol: 25.6
Multiplicity: 1
Calculated total energy in eV: -18033.697

Atomic partial charges in e from the Löwdin method, atoms 1 to 5:
1 N 0.0305
2 N -0.0582
3 C -0.5432
4 O 0.0476
5 C -0.4681


(2)
DFT (ωB97M-V/def2-TZVPD) results for an isolated molecule of C2H6N2OS in a non-equilibrium geometry.

```
12
Properties=species:S:1:pos:R:3
N 0.13635 -1.07335 -2.08448
N 0.54540 -0.45964 -0.89928
C -0.25690 -0.01822 0.05976
S -1.91307 0.03182 -0.19252
C 0.42143 0.49805 1.34183
O -0.30259 1.51650 1.95250
H -0.77120 -1.54098 -1.89834
H -0.12446 -0.33368 -2.74587
H 1.55732 -0.53733 -0.72751
H 1.41441 0.92584 1.17837
H 0.55559 -0.31354 2.03641
H -1.26228 1.30454 1.97913
```

Output
E_LUMO in eV: 0.7577
HOMO energy in hartree: -0.3250
Charge: 0
SMILES: NNC(=S)CO
ΔE to the lowest compared entry with this formula, charge and spin in kcal/mol: 37.1
Multiplicity: 1
Calculated total energy in eV: -18033.195

Atomic partial charges in e from the Löwdin method, atoms 1 to 5:
1 N 0.0047
2 N -0.1300
3 C -0.7451
4 S 0.6486
5 C -0.2810


(3)
DFT (ωB97M-V/def2-TZVPD) results for an isolated molecule of C2H6N2OS in a non-equilibrium geometry.

```
12
Properties=species:S:1:pos:R:3
C 0.19061 1.49217 -0.05231
C -0.16709 0.03414 -0.10092
N 0.59839 -0.97929 -0.04068
S 2.31144 -0.71471 -0.02777
N -1.54526 -0.20863 -0.10843
O -1.84355 -1.57412 -0.05732
H -0.73702 2.12869 -0.13301
H 0.91837 1.73491 -0.88466
H 0.70554 1.71430 0.88041
H 2.59364 -1.99210 -0.08627
H -2.12252 0.24432 0.58262
H -0.90255 -1.87968 0.02832
```

Output
E_LUMO in eV: 0.8211
HOMO energy in hartree: -0.3118
Charge: 0
SMILES: C/C(=N\S)NO
ΔE to the lowest compared entry with this formula, charge and spin in kcal/mol: 64.3
Multiplicity: 1
Calculated total energy in eV: -18032.015

Atomic partial charges in e from the Löwdin method, atoms 1 to 5:
1 C -0.0528
2 C -0.5300
3 N -0.3409
4 S 0.7477
5 N -0.0419


(4)
DFT (ωB97M-V/def2-TZVPD) results for a 2-piece molecular cluster, C2H6N2S overall in a non-equilibrium geometry.

```
11
Properties=species:S:1:pos:R:3
C -0.14026 0.22313 -0.27500
C -1.27564 1.13403 0.08869
N -0.64889 -1.71890 -0.00246
N 2.42426 -0.44183 0.13100
S 1.42755 0.83188 -0.12620
H -1.86636 1.67236 -0.81307
H -1.95265 0.46222 0.65309
H -0.94167 2.04648 0.52694
H -0.53763 -1.96373 -0.96890
H 3.09897 -0.14103 0.81341
H 0.41233 -2.10459 -0.02750
```

Output
E_LUMO (alpha / beta) in eV: -0.7313 / -0.5215
HOMO energy (alpha / beta) in hartree: -0.2984 / -0.3106
Charge: 0
ΔE to the lowest compared entry with this formula, charge and spin in kcal/mol: 135.4
Multiplicity: 1
Calculated total energy in eV: -15980.929

Atomic partial charges in e from the Löwdin method, atoms 1 to 5:
1 C -0.4620
2 C -0.2078
3 N 0.0402
4 N -0.4271
5 S 0.8824


(5)
DFT (ωB97M-V/def2-TZVPD) results for an isolated molecule of C2H6N2S in a non-equilibrium geometry.

```
11
Properties=species:S:1:pos:R:3
C 1.14799 -0.06068 0.84877
C 0.61297 -0.19874 -0.60090
S 1.53084 -0.06727 -2.07993
N -0.68570 0.21814 -0.84475
N -1.76628 0.16947 -0.02795
H 2.08250 -0.75767 0.50611
H 0.45258 -0.58745 1.57086
H 1.11844 1.02455 1.21414
H -0.73170 0.32610 -1.79117
H -2.07756 -0.86258 0.32746
H -1.68408 0.79612 0.87736
```

Output
E_LUMO in eV: -0.0592
HOMO energy in hartree: -0.3132
Charge: 0
SMILES: CC(=S)NN
ΔE to the lowest compared entry with this formula, charge and spin in kcal/mol: 70.3
Multiplicity: 1
Calculated total energy in eV: -15983.749

Atomic partial charges in e from the Löwdin method, atoms 1 to 5:
1 C -0.1118
2 C -0.7564
3 S 0.5311
4 N -0.1986
5 N -0.0411


(6)
DFT (ωB97M-V/def2-TZVPD) results for an isolated molecule of C2H6N2S in a non-equilibrium geometry.

```
11
Properties=species:S:1:pos:R:3
C 0.24928 0.01541 -0.27721
C 0.61579 1.44094 0.04909
N -0.96223 -0.26301 -0.11845
N -1.85825 -1.26090 -0.06798
S 2.02815 -0.93520 -0.36765
H 0.53028 1.42865 1.16663
H 1.53422 1.78073 -0.26521
H -0.25050 1.96996 -0.45057
H -1.36223 -2.17497 0.02882
H -2.56110 -1.22920 -0.73223
H 2.03660 -0.77240 1.03477
```

Output
⟨S²⟩: 2.0079
E_LUMO (alpha / beta) in eV: 0.5774 / -3.3284
HOMO energy (alpha / beta) in hartree: -0.1510 / -0.3208
Charge: 0
ΔE to the lowest compared entry with this formula, charge and spin in kcal/mol: 78.7
Multiplicity: 3
Calculated total energy in eV: -15978.914

Atomic partial charges in e from the Löwdin method, atoms 1 to 5:
1 C -0.6616
2 C -0.1516
3 N -0.0937
4 N 0.0282
5 S 0.7152


(7)
DFT (ωB97M-V/def2-TZVPD) results for an isolated ion of composition C2H6N3 and charge +1 in a non-equilibrium geometry.

```
11
Properties=species:S:1:pos:R:3
C -0.18070 -2.00561 0.69497
N -0.47314 -0.62344 0.92104
N -0.20930 0.05890 -0.02466
C -0.20910 1.54802 -0.74009
N 0.79947 2.33359 -0.56728
H 0.66693 -2.29507 1.32271
H 0.05640 -2.21534 -0.35411
H -1.03835 -2.59727 1.02283
H -1.01319 1.62153 -1.44239
H 0.93437 3.12776 -1.18467
H 1.46318 2.20839 0.18899
```

Output
E_LUMO (alpha / beta) in eV: -5.0754 / -5.0756
HOMO energy (alpha / beta) in hartree: -0.5089 / -0.5089
Charge: +1
SMILES: C/N=N/C=[NH2+]
ΔE to the lowest compared entry with this formula, charge and spin in kcal/mol: 93.1
Multiplicity: 1
Calculated total energy in eV: -6631.050

Atomic partial charges in e from the Löwdin method, atoms 1 to 5:
1 C -0.0691
2 N 0.0045
3 N 0.0660
4 C 0.0702
5 N 0.1898


(8)
DFT (ωB97M-V/def2-TZVPD) results for a 2-piece molecular cluster, C2H6N3 overall in a non-equilibrium geometry.

```
11
Properties=species:S:1:pos:R:3
C -0.49177 0.06329 0.30726
C 0.67271 0.84143 0.52890
N 1.09725 -1.00797 -1.54886
N 0.03793 -1.34977 -1.32510
N -1.69967 -0.01652 0.67074
H 0.43403 1.95478 0.36268
H 1.11621 0.73410 1.49585
H 1.42876 0.45858 -0.17308
H 1.77908 -1.50948 -2.06134
H -2.00623 0.31743 1.64653
H -2.36829 -0.48587 0.09643
```

Output
E_LUMO (alpha / beta) in eV: -4.7411 / -4.7058
HOMO energy (alpha / beta) in hartree: -0.4918 / -0.4929
Charge: +1
ΔE to the lowest compared entry with this formula, charge and spin in kcal/mol: 100.2
Multiplicity: 1
Calculated total energy in eV: -6630.741

Atomic partial charges in e from the Löwdin method, atoms 1 to 5:
1 C -0.1371
2 C -0.0504
3 N 0.0639
4 N 0.1660
5 N 0.1932


(9)
DFT (ωB97M-V/def2-TZVPD) results for a 2-piece molecular cluster, C2H6N3O2 overall in a non-equilibrium geometry.

```
13
Properties=species:S:1:pos:R:3
C -1.09449 1.18056 -0.10127
C 0.17447 0.53230 0.29564
N 1.28037 0.75480 -0.40170
N -1.67743 -1.51455 -0.14477
N 2.30780 0.00684 0.01519
O 2.30335 -0.85839 0.91769
O 3.32488 0.35440 -0.61468
H -1.67900 1.51246 0.82158
H -1.66910 0.42881 -0.52645
H -0.88336 1.97520 -0.79037
H 0.08194 -0.30349 1.04686
H -1.72028 -2.40945 0.25809
H -0.74915 -1.65949 -0.77579
```

Output
E_LUMO (alpha / beta) in eV: 3.2253 / 3.2257
HOMO energy (alpha / beta) in hartree: -0.0897 / -0.0897
Charge: -1
ΔE to the lowest compared entry with this formula, charge and spin in kcal/mol: 176.5
Multiplicity: 1
Calculated total energy in eV: -10731.598

Atomic partial charges in e from the Löwdin method, atoms 1 to 5:
1 C -0.1255
2 C -0.1641
3 N 0.0779
4 N -0.2252
5 N -0.4679


(10)
DFT (ωB97M-V/def2-TZVPD) results for C2H6N3O2 as an isolated structure in a non-equilibrium geometry.

```
13
Properties=species:S:1:pos:R:3
C -0.50459 -1.29946 -0.86088
C 1.35601 -0.12705 0.55782
N -0.26944 2.35733 0.76528
N -0.74541 0.71480 0.12666
N 0.04231 -0.19388 -0.10755
O -1.25874 2.94710 0.87285
O -1.94232 0.71425 -0.08192
H -0.59633 -1.03855 -1.95696
H 0.21233 -2.12466 -0.84158
H -1.48102 -1.59870 -0.43302
H 1.48198 0.35459 1.52292
H 1.75025 -1.13888 0.58636
H 1.95497 0.43311 -0.14997
```

Output
E_LUMO in eV: -6.7638
HOMO energy in hartree: -0.5712
Charge: +1
ΔE to the lowest compared entry with this formula, charge and spin in kcal/mol: 119.8
Multiplicity: 1
Calculated total energy in eV: -10723.748

Atomic partial charges in e from the Löwdin method, atoms 1 to 5:
1 C 0.0313
2 C 0.0404
3 N 0.2444
4 N -0.1749
5 N -0.1406


(11)
DFT (ωB97M-V/def2-TZVPD) results for C2H6N3OS as an isolated structure in a non-equilibrium geometry.

```
13
Properties=species:S:1:pos:R:3
C 0.14515 0.11556 -0.39907
C -1.36892 0.00993 -0.47124
N 3.87362 -0.67300 0.49435
N 0.89324 -0.81481 -0.77076
N 0.69489 1.23963 0.07395
O 2.11625 1.06348 0.40560
S 2.99515 -0.04116 -0.48389
H -2.02319 0.85820 -0.38323
H -1.55230 -0.54975 0.39406
H -1.67213 -0.64723 -1.27292
H 4.19866 -0.62638 1.49847
H 0.35311 -1.65923 -0.93868
H 0.06111 1.67260 0.71157
```

Output
⟨S²⟩: 2.0257
E_LUMO (alpha / beta) in eV: -3.5830 / -8.8356
HOMO energy (alpha / beta) in hartree: -0.4261 / -0.5440
Charge: +1
ΔE to the lowest compared entry with this formula, charge and spin in kcal/mol: 56.8
Multiplicity: 3
Calculated total energy in eV: -19509.884

Atomic partial charges in e from the Löwdin method, atoms 1 to 5:
1 C -0.4456
2 C 0.0447
3 N -0.2527
4 N 0.1127
5 N 0.1630


(12)
DFT (ωB97M-V/def2-TZVPD) results for an isolated ion of composition C2H6N3S and charge +1 in a non-equilibrium geometry.

```
12
Properties=species:S:1:pos:R:3
C 0.73176 -0.57388 -0.05621
C -1.39810 0.95796 0.40289
N -0.23231 -1.41055 0.03188
N -0.20000 1.33272 -0.35643
N 2.00761 -0.44195 0.00038
S -1.99307 -0.74899 -0.06882
H -1.25175 1.02985 1.47359
H -2.19266 1.61850 0.09854
H -0.36363 -2.38171 -0.25466
H -0.49873 1.36081 -1.32512
H 2.75134 -1.11238 0.09327
H 2.63952 0.36961 -0.03932
```

Output
E_LUMO in eV: -5.4662
HOMO energy in hartree: -0.5107
Charge: +1
ΔE to the lowest compared entry with this formula, charge and spin in kcal/mol: 91.5
Multiplicity: 1
Calculated total energy in eV: -17466.172

Atomic partial charges in e from the Löwdin method, atoms 1 to 5:
1 C -0.2075
2 C -0.5142
3 N -0.1521
4 N 0.0755
5 N 0.2023